# 1
{
  "formula": "C45H66BN9S3SiTi",
  "method": "ωB97M-V/def2-TZVPD",
  "gap_ev": [6.1597, 5.6903],
  "multiplicity": 2,
  "lumo_energy_ha": [-0.1119, -0.1246],
  "s2": 0.771,
  "total_charge": 1,
  "e_homo_ev": [-9.21, -9.08],
  "species": ["Ti", "C", "C", "C", "C", "N", "C", "C", "N", "B", "N", "C", "C", "N", "C", "S", "C", "C", "C", "C", "N", "C", "C", "N", "C", "S", "C", "C", "C", "C", "C", "S", "H", "H", "H", "H", "H", "H", "H", "H", "H", "H", "H", "H", "H", "H", "H", "H", "H", "H", "H", "H", "H", "H", "H", "H", "H", "H", "H", "H", "H", "H", "H", "H", "H", "H", "C", "C", "C", "C", "N", "C", "C", "C", "C", "C", "C", "N", "C", "C", "C", "C", "C", "N", "H", "H", "H", "H", "H", "H", "H", "H", "H", "H", "H", "C", "Si", "C", "C", "C", "C", "C", "C", "C", "C", "H", "H", "H", "H", "H", "H", "H", "H", "H", "H", "H", "H", "H", "H", "H", "H", "H", "H", "H", "H", "H"],
  "coordinates": [[0.25143, -0.10133, 0.31530], [-2.08177, 6.40772, -2.32250], [-1.57195, 5.24343, -1.46569], [-0.05563, 5.35684, -1.30509], [-2.28197, 5.32992, -0.11479], [-1.85224, 3.97252, -2.19152], [-1.88274, 3.94966, -3.57828], [-2.09157, 2.68363, -3.96486], [-2.17405, 1.90220, -2.83253], [-2.46210, 0.40387, -2.95387], [-3.43657, -0.12743, -1.84873], [-4.77156, 0.03601, -2.17336], [-5.51692, -0.61986, -1.27650], [-4.65980, -1.21960, -0.37037], [-3.37929, -0.86736, -0.71176], [-2.02577, -1.16481, 0.29019], [-5.25429, -2.14801, 0.64809], [-6.23522, -3.06917, -0.09338], [-4.24954, -3.04812, 1.36127], [-5.99993, -1.29710, 1.67716], [-1.16151, -0.42846, -3.25268], [-1.26923, -1.40994, -4.21591], [-0.04040, -1.71913, -4.64978], [0.86789, -0.92931, -3.96205], [0.15538, -0.14145, -3.08919], [0.72978, 1.04977, -2.00500], [2.29637, -0.95953, -4.42454], [3.28655, -0.16110, -3.58458], [2.30497, -0.39986, -5.85225], [2.75922, -2.41856, -4.42934], [-2.00313, 2.68608, -1.74432], [-2.02094, 2.04639, -0.17164], [-2.05000, 7.32039, -1.72995], [-3.11360, 6.24292, -2.63530], [-1.46341, 6.57177, -3.20477], [0.19365, 6.24118, -0.71614], [0.42767, 5.44266, -2.28012], [0.34290, 4.47408, -0.80934], [-2.17966, 6.34467, 0.27261], [-1.86894, 4.64022, 0.60954], [-3.34415, 5.10818, -0.22315], [-1.77871, 4.82737, -4.18622], [-2.20059, 2.26980, -4.95193], [-3.08743, 0.28462, -3.97171], [-5.07964, 0.61251, -3.02681], [-6.58527, -0.68831, -1.20322], [-5.74442, -3.55201, -0.94000], [-7.11437, -2.53931, -0.45683], [-6.58232, -3.84433, 0.58826], [-3.63047, -3.59605, 0.65114], [-4.80900, -3.76940, 1.95752], [-3.60300, -2.48329, 2.02341], [-6.80268, -0.72614, 1.20835], [-5.31588, -0.59992, 2.16173], [-6.43831, -1.94411, 2.43695], [-2.22488, -1.79740, -4.52451], [0.25498, -2.42754, -5.40114], [3.06852, 0.90039, -3.60620], [4.28094, -0.31882, -4.00645], [3.29350, -0.49416, -2.54899], [1.89489, 0.61100, -5.86050], [1.71346, -1.01985, -6.52622], [3.32608, -0.36241, -6.23122], [2.71780, -2.83984, -3.42521], [3.79074, -2.45698, -4.77843], [2.16116, -3.04416, -5.09177], [-0.42377, -4.43205, -1.83544], [0.77056, -5.04340, -1.49094], [1.75123, -4.27913, -0.89468], [1.51922, -2.92267, -0.66836], [0.34715, -2.34032, -0.95727], [-0.59064, -3.09595, -1.52412], [2.53756, -2.03003, -0.11842], [3.85729, -2.43063, -0.03072], [4.82589, -1.55701, 0.43142], [4.43620, -0.27376, 0.73636], [3.10222, 0.09527, 0.62399], [2.12413, -0.78464, 0.25422], [2.63796, 1.43049, 0.92505], [3.48687, 2.47744, 1.28684], [2.96518, 3.69753, 1.64138], [1.58258, 3.84454, 1.63490], [0.80171, 2.78242, 1.24726], [1.29464, 1.58684, 0.87667], [-1.22114, -4.98439, -2.31192], [0.93095, -6.09730, -1.67513], [2.67949, -4.73867, -0.59057], [-1.53542, -2.61645, -1.71558], [4.14207, -3.42460, -0.33772], [5.85501, -1.87136, 0.52899], [5.17016, 0.44707, 1.06221], [4.55545, 2.32441, 1.29142], [3.61043, 4.51617, 1.92882], [1.11722, 4.77636, 1.92255], [-0.27192, 2.86959, 1.22712], [1.51246, 0.77230, 3.85787], [0.06742, -0.18209, 3.01687], [0.45261, -2.04968, 3.53115], [1.96888, -2.26656, 3.47167], [-0.01640, -2.40408, 4.94489], [-0.22333, -3.01892, 2.55727], [-1.48958, 0.57656, 3.94921], [-1.29256, 0.59358, 5.47019], [-1.67677, 2.02605, 3.48620], [-2.77616, -0.19374, 3.63762], [1.60386, 0.47182, 4.90397], [1.35169, 1.85287, 3.83806], [2.47175, 0.56921, 3.37651], [2.47832, -1.70692, 4.25732], [2.38861, -1.95756, 2.51127], [2.20120, -3.32816, 3.61401], [0.42674, -1.74416, 5.69304], [0.28063, -3.43113, 5.18841], [-1.10275, -2.34782, 5.03050], [0.07753, -2.82282, 1.52615], [-1.31075, -2.93485, 2.60625], [0.04686, -4.05518, 2.79418], [-0.38239, 1.12393, 5.75764], [-1.25570, -0.41006, 5.88980], [-2.13717, 1.11355, 5.93523], [-0.78719, 2.63035, 3.68528], [-2.51223, 2.48349, 4.02699], [-1.91189, 2.07338, 2.42107], [-2.69769, -1.24283, 3.93769], [-3.00152, -0.15237, 2.57247], [-3.62014, 0.24567, 4.18309]],
  "forces_ev_per_a": [[-3.35, -0.22, -1.74], [0.00, 0.00, -0.03], [0.12, 0.19, 0.13], [-0.03, -0.02, 0.00], [-0.05, -0.15, -0.08], [-0.11, -0.23, -0.13], [-0.01, 0.03, -0.17], [0.04, -0.07, -0.07], [-0.01, 0.24, -0.04], [0.21, 0.13, 0.30], [-0.14, -0.45, -0.03], [-0.09, 0.06, 0.00], [-0.04, 0.14, 0.01], [0.13, 0.00, -0.30], [-0.08, 0.47, -0.02], [-0.30, -0.36, 0.33], [-0.16, -0.15, 0.27], [0.00, 0.05, -0.04], [0.17, 0.16, -0.14], [0.07, 0.05, -0.08], [0.21, -0.09, 0.00], [-0.07, -0.15, -0.01], [-0.05, -0.13, -0.05], [-0.29, 0.11, 0.30], [-0.02, -0.17, -0.41], [0.45, -0.04, 0.14], [0.22, 0.00, -0.19], [-0.27, 0.04, 0.14], [-0.06, 0.01, 0.06], [-0.07, -0.01, -0.04], [-0.02, 0.06, -0.11], [-0.04, 0.31, 0.42], [0.04, -0.01, 0.00], [-0.01, 0.03, 0.02], [-0.04, 0.04, 0.01], [0.01, 0.00, 0.00], [0.00, -0.01, 0.01], [0.00, -0.03, 0.06], [0.03, -0.01, -0.07], [0.01, -0.13, 0.09], [-0.01, -0.01, 0.03], [-0.01, -0.02, 0.07], [-0.01, 0.00, 0.03], [-0.06, -0.01, -0.04], [0.05, -0.03, 0.00], [0.03, -0.07, 0.00], [0.00, -0.01, 0.01], [0.01, -0.04, -0.01], [0.00, 0.03, 0.02], [0.04, -0.02, 0.02], [-0.05, 0.05, -0.03], [0.07, 0.00, 0.05], [0.00, 0.01, 0.03], [0.00, -0.02, 0.03], [-0.01, 0.00, 0.00], [0.02, 0.05, 0.00], [-0.01, 0.05, 0.03], [-0.02, 0.11, 0.07], [-0.07, -0.04, -0.02], [0.00, 0.02, 0.12], [0.02, 0.01, -0.01], [0.01, 0.04, -0.02], [0.00, -0.02, 0.01], [-0.01, -0.03, 0.09], [-0.01, -0.02, 0.00], [0.09, -0.01, 0.03], [0.17, -0.06, 0.02], [-0.15, 0.01, -0.05], [0.19, 0.14, 0.11], [-0.40, -0.32, -0.27], [0.62, 0.01, 0.38], [-0.23, 0.02, -0.15], [0.15, 0.40, 0.18], [0.15, -0.02, 0.00], [-0.16, -0.07, -0.05], [0.07, 0.17, 0.03], [-0.05, -0.70, -0.22], [2.43, -0.68, 0.19], [-0.30, 0.73, 0.18], [0.13, -0.33, -0.13], [-0.26, 0.11, 0.01], [0.33, 0.02, -0.01], [-0.21, 0.04, 0.04], [1.09, 1.05, 0.59], [-0.03, 0.04, 0.00], [0.01, 0.00, 0.01], [-0.02, 0.00, 0.00], [-0.01, 0.09, -0.04], [-0.03, 0.00, 0.00], [0.02, 0.03, -0.01], [-0.04, 0.00, 0.02], [-0.02, 0.02, 0.01], [0.03, -0.02, 0.00], [-0.06, -0.03, 0.00], [-0.04, -0.01, -0.08], [-0.17, -0.13, -0.24], [0.32, -0.13, 0.62], [-0.25, 0.19, -0.06], [-0.09, 0.08, 0.00], [0.07, 0.01, -0.08], [0.04, 0.08, 0.16], [0.10, -0.24, -0.23], [0.07, 0.00, -0.05], [0.06, -0.12, -0.03], [0.08, 0.06, 0.03], [0.02, 0.00, 0.00], [0.01, -0.01, 0.02], [0.02, -0.02, 0.06], [0.04, -0.02, -0.03], [0.05, -0.02, 0.02], [0.00, -0.01, -0.01], [-0.02, -0.05, 0.03], [0.01, -0.01, 0.00], [0.03, -0.02, 0.05], [-0.03, -0.08, -0.05], [-0.01, -0.01, -0.08], [0.01, -0.01, 0.00], [-0.04, -0.01, 0.04], [-0.01, 0.11, 0.04], [-0.01, 0.02, 0.00], [-0.04, 0.03, -0.01], [-0.01, 0.01, 0.01], [-0.02, 0.06, 0.03], [-0.05, 0.00, -0.03], [-0.04, -0.03, -0.01], [0.01, 0.00, 0.03]],
  "lowdin_spin": [0.8620, 0.0000, 0.0000, 0.0002, 0.0002, -0.0001, -0.0003, -0.0001, 0.0007, 0.0003, 0.0018, 0.0010, 0.0007, 0.0021, 0.0002, -0.0001, 0.0001, 0.0001, -0.0002, 0.0001, 0.0000, -0.0003, -0.0003, -0.0007, 0.0007, 0.0074, 0.0000, 0.0010, 0.0000, -0.0001, -0.0003, 0.0001, 0.0000, 0.0000, 0.0000, 0.0000, 0.0000, 0.0001, 0.0000, 0.0001, 0.0000, 0.0000, 0.0000, 0.0000, 0.0001, 0.0000, 0.0000, 0.0000, 0.0000, -0.0001, 0.0000, 0.0000, 0.0000, 0.0000, 0.0000, 0.0000, 0.0000, 0.0001, 0.0001, 0.0006, 0.0000, 0.0000, 0.0000, 0.0000, 0.0000, 0.0000, 0.0060, 0.0009, 0.0056, 0.0021, 0.0052, 0.0015, 0.0383, -0.0091, 0.0468, -0.0094, 0.0428, -0.0026, 0.0053, 0.0061, 0.0043, 0.0069, 0.0043, 0.0026, 0.0003, -0.0001, 0.0002, 0.0003, -0.0014, 0.0029, -0.0015, 0.0002, 0.0001, 0.0002, 0.0005, -0.0039, -0.0202, -0.0066, -0.0001, -0.0017, 0.0000, -0.0018, -0.0011, 0.0001, -0.0003, -0.0008, 0.0001, -0.0001, 0.0000, 0.0002, -0.0002, -0.0001, -0.0005, -0.0001, 0.0003, 0.0000, 0.0001, -0.0001, 0.0000, -0.0002, 0.0001, 0.0000, 0.0003, 0.0000, -0.0001, 0.0001]
}

=====

# 2
{
  "formula": "C29H62N4O4P2",
  "method": "ωB97M-V/def2-TZVPD",
  "gap_ev": [7.9258, 7.2411],
  "multiplicity": 3,
  "lumo_energy_ha": [0.0163, -0.0089],
  "s2": 2.009,
  "e_homo_ev": [-7.48, -7.48],
  "species": ["C", "C", "C", "P", "C", "N", "C", "C", "C", "O", "C", "N", "C", "C", "C", "P", "O", "H", "H", "H", "H", "H", "H", "H", "H", "H", "H", "H", "H", "H", "H", "H", "H", "H", "H", "H", "H", "H", "H", "H", "H", "H", "H", "C", "C", "C", "C", "C", "C", "N", "O", "C", "C", "C", "H", "H", "H", "H", "H", "H", "H", "H", "H", "H", "H", "H", "H", "H", "H", "H", "H", "H", "C", "C", "C", "C", "C", "C", "N", "O", "C", "C", "C", "H", "H", "H", "H", "H", "H", "H", "H", "H", "H", "H", "H", "H", "H", "H", "H", "H", "H"],
  "coordinates": [[-3.28044, -1.44096, 3.47975], [-3.23854, -0.26334, 2.73325], [-1.94483, 0.63519, 2.87023], [-2.16948, 2.38857, 2.11587], [-3.87458, 2.76961, 1.41640], [-4.88524, 3.00361, 2.52072], [-0.66178, 3.53410, 2.21226], [0.51678, 2.77144, 3.02344], [1.48268, 1.97309, 2.05287], [1.39019, 0.54297, 2.17193], [1.36403, -0.05577, 0.85938], [-1.52443, 1.71880, 0.58166], [-1.96036, 2.25424, -0.51737], [-2.75148, 1.28184, -1.52074], [-1.77480, 3.73390, -1.03172], [-2.70985, 3.07209, 4.15639], [-3.46650, 2.00985, 5.00445], [-4.26300, -1.75622, 3.94457], [-2.41075, -2.13751, 3.63009], [-4.13010, 0.02610, 2.10006], [-1.50441, 0.65770, 3.90243], [-1.15746, 0.15162, 2.20605], [-4.33309, 1.91574, 0.82249], [-3.90596, 3.74013, 0.82185], [-5.66215, 2.34234, 2.40431], [-5.27379, 3.94841, 2.40476], [-0.19826, 3.81530, 1.23058], [-0.93860, 4.42734, 2.85902], [1.14244, 3.60937, 3.47649], [0.12871, 2.17700, 3.89523], [1.23149, 2.25681, 0.98523], [2.55854, 2.31262, 2.21492], [2.06644, 0.46349, 0.13406], [0.32646, -0.02636, 0.40708], [1.65032, -1.15285, 0.91861], [-2.06086, 1.15750, -2.42036], [-2.94354, 0.27858, -1.04443], [-3.71187, 1.76484, -1.89313], [-0.73496, 3.91441, -1.48062], [-2.60167, 3.97430, -1.76288], [-1.83586, 4.44399, -0.14357], [-1.48998, 3.31079, 4.90288], [-3.37796, 4.35936, 4.18249], [0.72216, 1.94307, -7.47020], [0.87920, 3.31655, -6.76468], [2.31821, 3.84963, -6.94071], [3.35098, 3.20201, -6.02318], [2.87392, 3.21115, -4.57588], [1.48453, 2.57312, -4.41285], [0.47826, 3.17132, -5.33478], [0.16774, 4.38764, -4.86605], [1.59923, 1.05009, -4.64883], [1.05022, 2.68156, -2.93717], [-0.05454, 4.26353, -7.55394], [0.01837, 1.29678, -6.94013], [0.32152, 2.04673, -8.48103], [1.67017, 1.41129, -7.57140], [2.33277, 4.92906, -6.74920], [2.63567, 3.72221, -7.97993], [3.56771, 2.18096, -6.35132], [4.29535, 3.74890, -6.09692], [3.60453, 2.68903, -3.95018], [2.85649, 4.24672, -4.21626], [0.62025, 0.56779, -4.58671], [2.23747, 0.59185, -3.88881], [2.04603, 0.78441, -5.60429], [1.03018, 3.71149, -2.57520], [1.74575, 2.14209, -2.28902], [0.05857, 2.24666, -2.78697], [-1.10106, 3.95935, -7.45195], [0.19278, 4.24710, -8.61789], [0.03533, 5.30242, -7.23498], [2.31818, -4.81083, 4.76110], [0.85875, -5.26448, 4.49062], [0.75015, -6.80295, 4.57300], [1.26264, -7.54166, 3.34082], [0.66053, -6.95862, 2.06822], [0.88085, -5.44089, 1.95722], [0.42053, -4.71479, 3.17459], [-0.91842, -4.69933, 3.15869], [2.37928, -5.16664, 1.69615], [0.18696, -4.92319, 0.67957], [0.05075, -4.68920, 5.67724], [2.57415, -3.91669, 4.18752], [2.47496, -4.54277, 5.80831], [3.04968, -5.58862, 4.53294], [-0.29875, -7.08667, 4.71920], [1.28756, -7.16539, 5.45446], [2.35563, -7.50759, 3.30104], [0.99681, -8.60013, 3.41576], [1.08963, -7.46652, 1.19880], [-0.41196, -7.18503, 2.04893], [2.58143, -4.09309, 1.65771], [2.68447, -5.59082, 0.73597], [3.04398, -5.60865, 2.43521], [-0.88158, -5.14591, 0.66033], [0.61716, -5.39207, -0.20911], [0.31326, -3.84190, 0.57561], [0.06200, -3.59469, 5.66725], [0.47935, -5.01601, 6.62755], [-0.98726, -5.02343, 5.67874]],
  "forces_ev_per_a": [[-0.84, 1.13, -1.12], [0.67, -1.38, 1.90], [0.46, -1.22, -1.73], [2.76, -1.03, -0.22], [-2.35, 0.61, 0.32], [0.10, 0.25, -1.10], [0.63, 0.14, 1.62], [0.42, 0.88, -0.32], [-0.05, 0.57, -0.23], [0.07, 0.46, -1.13], [-0.17, -0.76, -0.61], [-2.61, 1.12, -2.67], [0.25, -1.65, -0.29], [1.12, 0.80, -0.47], [-0.20, 0.20, 0.84], [-2.63, -1.72, 3.66], [1.25, 1.86, -1.50], [1.01, -0.21, -1.45], [-0.56, 1.45, 0.65], [0.89, 0.25, 1.51], [-1.10, 0.00, -0.82], [-0.80, 0.89, 0.83], [1.43, 1.01, 0.27], [0.74, -1.52, 0.26], [0.54, 0.38, 0.37], [0.15, -0.66, 0.24], [-0.88, -0.06, 0.91], [0.45, -0.65, -1.02], [-0.77, -1.03, -0.46], [0.52, 0.33, -1.08], [0.16, -0.18, 1.15], [-1.17, -0.56, 0.01], [-0.60, -0.58, 0.90], [0.97, 0.20, 0.55], [-0.17, 1.38, 0.23], [-1.04, -0.04, 0.84], [0.26, 1.23, -0.43], [1.18, -0.55, 0.48], [-1.68, -0.51, 0.48], [1.14, -0.10, 0.65], [-0.04, -0.79, -1.14], [-0.35, 0.40, -0.74], [0.72, -0.29, -0.12], [0.10, -0.36, 0.02], [-0.27, -0.84, -1.98], [0.23, 0.17, 0.46], [-0.01, -0.08, -0.04], [0.05, 0.35, -0.29], [0.54, -1.79, 1.01], [0.92, 3.68, 0.86], [-0.27, -1.75, -0.42], [0.03, -0.15, -0.29], [-0.28, 0.51, -0.14], [-0.23, 0.29, 0.68], [0.11, 0.08, 0.05], [0.11, 0.21, 0.09], [-0.06, -0.03, 0.10], [-0.20, -0.07, 0.05], [-0.27, -0.04, 0.00], [-0.04, 0.00, 0.04], [-0.05, -0.05, -0.03], [-0.24, -0.11, 0.05], [-0.21, -0.05, -0.02], [0.03, 0.09, -0.02], [-0.07, 0.22, 0.05], [-0.10, 0.06, -0.02], [-0.03, -0.02, -0.25], [0.05, -0.08, -0.28], [0.07, 0.03, -0.09], [0.11, 0.02, 0.04], [0.17, -0.25, 0.15], [-0.06, -0.12, 0.19], [0.35, 0.00, -0.15], [1.37, 0.33, 1.65], [-0.26, -0.22, -0.41], [0.08, 0.02, 0.01], [-0.20, -0.16, 0.36], [1.40, 0.08, -1.61], [-3.43, -1.80, 0.16], [1.67, 0.70, -0.08], [0.25, -0.03, 0.24], [-0.57, 0.15, 0.35], [-0.54, 0.21, -0.51], [-0.07, -0.12, -0.03], [-0.20, -0.15, -0.04], [-0.02, 0.07, -0.09], [0.00, 0.21, -0.03], [-0.02, 0.27, 0.04], [-0.02, 0.04, -0.03], [0.04, 0.06, 0.03], [0.03, 0.26, -0.04], [0.01, 0.22, 0.04], [-0.07, -0.05, 0.05], [-0.23, 0.01, 0.03], [-0.06, 0.08, 0.06], [0.08, 0.10, 0.19], [0.18, -0.06, 0.24], [-0.03, -0.06, 0.08], [-0.01, -0.11, -0.05], [0.22, -0.08, -0.24], [0.03, 0.11, -0.20]],
  "lowdin_spin": [0.0003, 0.0000, 0.0000, 0.0000, 0.0000, 0.0000, 0.0000, 0.0000, 0.0000, 0.0001, 0.0001, 0.0000, 0.0000, 0.0001, 0.0000, 0.0000, 0.0000, 0.0000, 0.0004, 0.0000, 0.0000, 0.0000, 0.0000, 0.0000, 0.0000, 0.0000, 0.0000, 0.0000, 0.0000, 0.0000, 0.0000, 0.0000, 0.0000, 0.0000, 0.0001, 0.0001, 0.0000, 0.0000, -0.0001, 0.0000, 0.0000, 0.0000, 0.0000, 0.0023, 0.0238, 0.0134, 0.0008, 0.0136, 0.0251, 0.3326, 0.5805, 0.0011, -0.0008, -0.0010, 0.0016, -0.0004, -0.0001, 0.0023, 0.0011, 0.0003, 0.0008, 0.0010, 0.0028, 0.0010, -0.0004, 0.0000, -0.0007, -0.0003, 0.0001, 0.0002, -0.0003, -0.0006, 0.0022, 0.0239, 0.0134, 0.0008, 0.0136, 0.0250, 0.3322, 0.5800, 0.0011, -0.0007, -0.0009, 0.0015, -0.0004, -0.0001, 0.0023, 0.0011, 0.0003, 0.0008, 0.0010, 0.0028, 0.0010, -0.0004, 0.0000, -0.0007, -0.0003, 0.0002, 0.0002, -0.0003, -0.0006]
}